[1]
DFT (wB97M-V/def2-TZVPD) results for one molecule with the formula C18H36BF3O7S in a non-equilibrium geometry.

Output
HOMO-LUMO gap: 0.3694 Eh
max |F|: 1.93 eV/Å
E_HOMO: -9.6 eV
spin multiplicity: 1
SMILES: COCCCCCCCCCCC[C@@H](C)O[C@H](COCS(=O)(=O)C(F)(F)F)B(O)O
total charge: 0

Each line ends with the Mulliken charge.
Positions of all 66 atoms, in Å:
S -2.25127 -2.33948 -4.85160  1.117
F -1.37833 -0.09391 -5.75551  -0.226
F -1.84945 -0.00234 -3.68509  -0.126
F -3.39815 -0.01679 -5.12414  -0.241
O -0.91693 -2.79481 -4.60716  -0.537
O -2.99106 -2.67076 -6.03952  -0.646
O -2.63084 -3.54458 -2.53906  -0.324
O -2.04203 -1.88258 0.64226  -0.590
O 4.83948 -1.82635 1.68842  -0.417
O 0.25751 -3.53880 -0.77482  -0.652
O 0.37674 -1.48248 -1.94030  -0.661
C -1.86318 -2.04660 -0.76664  0.014
C 3.78956 -0.90702 1.43074  -0.101
C 4.94630 -2.24075 3.03334  -0.646
C 0.77720 3.99631 0.20065  -0.978
C -2.32848 2.64037 2.05491  -1.110
C -3.30820 -2.70177 -3.41023  -0.624
C -1.54915 -0.65236 1.19089  1.975
C -2.76042 -3.21724 -1.15140  -1.008
C 2.71858 2.34512 0.75358  -0.231
C 2.20697 3.51651 -0.11353  -1.098
C -0.28061 2.89501 0.44080  0.087
C -0.81581 2.82882 1.88492  -0.528
C -2.21280 -0.48322 -4.85459  0.602
C -3.02188 1.49447 1.30986  -0.396
C -2.73941 0.08147 1.85327  -1.200
C -0.35773 -0.93017 2.11637  -1.173
C 4.33553 0.32698 0.71023  -0.891
C 3.26033 1.13937 -0.03444  -0.099
B -0.33490 -2.36518 -1.17325  0.891
H -0.27085 2.05934 2.44674  0.231
H -2.41773 -4.10766 -0.61752  0.283
H -1.19656 -0.00103 0.37762  -0.349
H -4.09956 1.68140 1.39267  0.393
H 2.87267 4.36913 0.06699  0.330
H 3.54254 2.71493 1.37574  0.643
H 0.20539 -3.71363 0.17157  0.325
H -3.60874 -0.54537 1.62814  0.437
H -1.11916 3.07035 -0.24362  0.679
H 4.86760 0.96868 1.42033  0.293
H 5.07538 -0.04559 -0.00743  0.303
H -2.79552 1.50279 0.23636  0.205
H -0.67348 -1.05583 3.15507  0.345
H 0.13512 1.91676 0.16251  -0.405
H -2.83536 3.58299 1.81685  0.346
H 3.66057 1.47955 -0.99497  0.514
H -2.21508 -1.13179 -1.27868  0.257
H -3.63565 -1.76091 -2.95371  0.363
H 3.04186 -1.39603 0.79094  0.109
H 2.31041 3.28734 -1.18114  0.435
H 1.93435 2.01382 1.44333  0.039
H -0.02595 -0.60585 -1.92112  0.246
H -0.56584 3.77721 2.37696  0.538
H -4.17151 -3.19543 -3.87521  0.452
H 0.43553 4.61117 -0.64055  0.254
H 5.27723 -1.41754 3.68305  0.293
H 3.98992 -2.62650 3.41157  0.283
H 2.42729 0.46887 -0.27452  -0.311
H 0.37459 -0.11929 2.06311  -0.015
H -2.64503 0.10511 2.94470  0.340
H 0.83118 4.67190 1.06072  0.373
H 0.15384 -1.84730 1.80832  0.277
H -3.81289 -3.03800 -0.89953  0.395
H 3.29316 -0.62736 2.37101  0.338
H -2.50525 2.46720 3.12659  0.338
H 5.68793 -3.04069 3.06812  0.243

***

[2]
DFT (wB97M-V/def2-TZVPD) results for C14H18O3V as an isolated structure in a non-equilibrium geometry.

Output
HOMO-LUMO gap: 0.0761 Eh
max |F|: 3.06 eV/Å
E_HOMO: -17.5 eV
spin multiplicity: 1
total charge: +3

Each line ends with the Mulliken charge.
Positions of all 36 atoms, in Å:
V -0.94210 -1.92631 -5.07973  1.209
O -0.92501 -0.56860 -2.03841  -0.425
O 0.11421 2.13667 -2.08844  -0.535
O 0.20194 -0.33367 -4.11502  -0.687
C 0.88825 0.90147 -1.99417  0.142
C -0.80242 -1.78641 0.29387  0.827
C 0.30920 -2.79341 0.88589  -0.644
C -0.05333 3.97944 1.93494  -0.182
C -1.89157 -2.71529 -0.43159  -1.576
C 1.32039 3.74922 1.38847  -0.645
C 0.03901 -0.06526 -2.93335  0.234
C -0.92360 1.68760 0.90068  -0.088
C 0.44895 1.44216 0.34656  0.505
C -0.12385 -0.93780 -0.85653  -1.639
C 1.55459 2.52884 0.63267  -0.025
C 0.42060 -2.58288 2.46594  -1.023
C -1.16428 2.92058 1.66937  -0.647
C 0.89058 0.22963 -0.52185  0.278
H 1.32909 -2.57744 0.44357  0.258
H 1.27210 -1.85617 2.63605  0.246
H 2.58402 2.38250 0.19860  0.433
H -1.30678 -1.18655 1.09696  0.385
H -0.52015 -2.12445 2.87783  0.284
H -1.75222 0.94765 0.71016  0.477
H 0.57385 -1.70959 -1.32328  0.599
H -2.79463 -2.10617 -0.75652  0.334
H -0.22067 4.92125 2.52897  0.466
H 1.89926 1.24441 -2.34265  0.761
H 1.93653 -0.09073 -0.25885  0.738
H 0.07000 -3.86802 0.63002  0.539
H 2.17499 4.47562 1.51500  0.439
H 0.65335 -3.57974 2.93263  0.348
H 0.70808 2.88790 -2.27858  0.399
H -2.27554 -3.53208 0.23454  0.459
H -2.20878 3.10580 2.06031  0.455
H -1.48407 -3.20017 -1.36404  0.303

***

[3]
DFT (wB97M-V/def2-TZVPD) results for one molecule with the formula C21H18N2O4S in a non-equilibrium geometry.

Output
HOMO-LUMO gap: 0.2967 Eh
max |F|: 1.82 eV/Å
E_HOMO: -8.3 eV
spin multiplicity: 1
SMILES: O=C(O)c1ccc2cc(C(=O)Nc3cccn([C@@H]4CCSC4)c3=O)ccc2c1
total charge: 0
energy relative to the best compared isomer or geometry (same formula, charge and spin): 0.566 eV

Each line ends with the Mulliken charge.
Positions of all 46 atoms, in Å:
S -6.74370 -0.66618 3.28616  -0.180
O 7.49694 4.64566 -1.68857  -0.441
O -1.71030 -0.28145 1.57863  -0.777
O 7.97265 3.15026 -0.08619  -0.603
O 0.35328 -1.46587 -2.76493  -0.651
N -3.62369 -1.38627 0.87657  0.076
N -0.36983 -0.78133 -0.69153  0.000
C -4.31515 -1.03583 2.14465  -0.361
C -5.63775 -1.85355 4.07572  -0.602
C 4.28490 1.07619 -0.82742  0.829
C 5.89082 2.87899 -1.26771  0.144
C 5.50989 1.73427 -0.55545  -0.434
C 3.82999 2.75000 -2.55442  -1.042
C -4.22648 -2.12860 -0.12310  -0.011
C -4.66977 -2.29044 2.97354  -0.775
C -2.29859 -1.99763 -1.52103  0.092
C 1.83673 -0.21004 -1.40843  -0.001
C 2.67631 -0.70781 -0.40761  -0.314
C -2.32107 -0.93251 0.72023  0.755
C -3.65339 -2.46019 -1.29428  -1.086
C 3.88647 -0.08228 -0.11640  -1.119
C -1.66213 -1.26917 -0.56097  -0.245
C 2.20664 0.93481 -2.11974  -0.426
C 5.04003 3.37500 -2.26410  -0.656
C 7.20338 3.55121 -0.95143  0.485
C 3.43052 1.59312 -1.84520  0.688
C -5.62863 -0.25253 1.92319  -0.765
C 0.52291 -0.87262 -1.70075  0.303
H -1.82911 -2.24879 -2.46253  0.558
H -4.16920 -3.05058 -2.04032  0.401
H -6.13288 -0.50609 0.99053  0.362
H -3.76589 -2.74144 3.38742  0.334
H 6.15059 1.33106 0.21832  0.436
H 1.56483 1.32766 -2.89669  0.460
H -5.12783 -3.06824 2.36037  0.327
H -6.20246 -2.68776 4.49484  0.412
H -3.69639 -0.40652 2.79048  0.414
H 5.30969 4.25643 -2.83123  0.437
H 3.18811 3.14623 -3.32756  0.418
H 4.53155 -0.47878 0.65465  0.417
H 2.39871 -1.59423 0.14759  0.463
H -5.44774 0.82295 1.88868  0.370
H 8.34710 4.90838 -1.33788  0.341
H -5.12392 -1.33597 4.88779  0.312
H -5.22949 -2.43990 0.13836  0.370
H -0.04667 -0.24959 0.10776  0.284

***

[4]
DFT (wB97M-V/def2-TZVPD) results for a 2-piece molecular cluster, C5H11NS overall in a non-equilibrium geometry.

Output
HOMO-LUMO gap: 0.1321 Eh
max |F|: 4.56 eV/Å
E_HOMO: -6.7 eV
spin multiplicity: 1
total charge: 0
energy relative to the best compared isomer or geometry (same formula, charge and spin): 6.889 eV

Each line ends with the Mulliken charge.
Positions of all 18 atoms, in Å:
S 1.16547 0.91514 2.10543  -0.406
N -2.21727 1.86217 -0.75237  -0.530
C 2.60081 -0.85343 0.65350  -1.116
C -1.21928 -0.74474 -1.53943  -0.706
C -1.22017 1.23059 0.09602  -0.505
C 1.14362 -0.59177 1.05026  0.377
C -1.99511 0.10463 -0.67718  0.146
H -2.87333 -0.17335 -0.04772  0.345
H -1.32675 -1.77492 -1.41714  0.312
H 3.16119 -1.02576 1.58993  0.294
H -0.21605 1.54920 -0.15321  0.506
H 3.01901 0.02339 0.12587  0.311
H 0.47153 -0.37593 0.20091  -0.480
H -0.89517 -0.31945 -2.50223  0.263
H -1.37016 1.16658 1.18378  0.291
H 2.73026 -1.75181 -0.00063  0.305
H -1.69464 2.20677 -1.54454  0.288
H 0.73606 -1.44731 1.62873  0.304